1.
DFT (ωB97M-V/def2-TZVPD) results for a structure of composition C4H7NS2.

Output
- energy (a.u.) = -1007.60732
- relative energy (zero: lowest compared OMol25 entry of this formula, charge and spin) (kcal/mol) = 79.7
- LUMO energy (Ha) = 0.0203

ORCA input file:
```
! wB97M-V def2-TZVPD RIJCOSX def2/J DEFGRID3
* xyz 0 1
H -1.08509 0.90585 0.11549
N -2.03007 0.71337 0.41702
H 1.48055 1.46547 -0.26222
H -3.30715 -0.38885 1.54420
H 3.91443 -1.92322 -0.97094
S -1.10858 -1.25376 1.94295
C -2.25121 -0.27789 1.28892
H 0.26277 0.30566 -2.38878
C 3.11989 -1.24814 -0.74188
H -2.77900 1.27975 0.05124
H 0.79110 0.29964 0.85891
C 2.21761 -0.49507 -0.47392
C 1.13064 0.43165 -0.17535
S -0.35588 0.18554 -1.20565
*
```

***

2.
DFT (ωB97M-V/def2-TZVPD) results for the molecule C4H7NS2.

Output
- energy (a.u.) = -1007.61611
- relative energy (zero: lowest compared OMol25 entry of this formula, charge and spin) (kcal/mol) = 74.1
- LUMO energy (spin up / spin down) (Ha) = 0.0154 / 0.0153

ORCA input file:
```
! wB97M-V def2-TZVPD RIJCOSX def2/J DEFGRID3
* xyz 0 1
H -1.93322 0.42556 2.08319
C -0.95241 -0.22122 0.31141
H -1.48943 1.73718 0.98534
S 0.03222 -1.55656 0.52742
H -0.24145 0.92226 1.95967
H 2.01770 -1.79093 -1.14592
N 1.68341 0.20401 -0.98557
H -1.78038 -1.30733 -1.57529
C 0.81008 1.03575 -1.04137
C 1.88979 -0.97555 -0.44614
H 2.58783 -0.99090 0.38367
S -2.24205 -0.24469 -0.91297
H 0.77950 1.97848 -1.53992
C -1.16158 0.78394 1.39647
*
```

***

Q: Which of these has the lowest energy?
A: number 2

***

Q: The lowest energy belongs to which entry?
A: number 2

***

Q: relative energy (zero: lowest compared OMol25 entry of this formula, charge and spin) of number 2 (C4H7NS2)?
A: 74.1 kcal/mol

***

Q: What is the formula in the second record?
A: C4H7NS2